Molecular formula: C10H17FNNiO4
Method: DFT, the ωB97M-V functional and the def2-TZVPD basis

```
34
C10H17FNNiO4 (the ωB97M-V functional and the def2-TZVPD basis)
C 2.94943 2.39288 0.12946
C 2.71233 1.57893 -1.15707
C 2.43896 0.10267 -0.87024
C 1.10470 -0.15653 -0.22556
O 0.14130 -0.57976 -1.10633
C -1.03718 0.24647 -1.25443
C -2.10742 0.00876 -0.19887
O -3.29777 -0.30871 -0.90518
C -4.43399 -0.35553 -0.05413
C -5.12537 1.00513 0.07638
C 1.04579 -1.03245 0.98852
O 0.26299 -0.92411 1.88507
N 1.99112 -2.16569 1.03238
C 2.79699 -2.25870 2.14434
O 2.97032 -1.55561 3.05996
F 3.45240 -3.51794 2.09874
H 3.99886 2.66176 0.21761
H 2.69952 1.79554 1.00502
H 2.37451 3.31225 0.14312
H 3.61379 1.63193 -1.76607
H 1.92372 2.01029 -1.76946
H 2.43610 -0.44852 -1.81493
H 3.26069 -0.27087 -0.25405
H -0.76133 1.29692 -1.31098
H -1.47396 -0.03186 -2.20878
H -1.84591 -0.83715 0.43818
H -2.28414 0.89880 0.40805
H -4.14841 -0.74039 0.92762
H -5.12986 -1.07866 -0.47321
H -6.01801 1.05463 -0.53941
H -4.44320 1.79009 -0.24252
H -5.41374 1.18987 1.10859
H 2.50556 -2.24714 0.15492
Ni 2.84122 -4.46732 0.33327
```

Summary:
Spin multiplicity: 3
Gap between HOMO and LUMO (alpha / beta) in eV: 5.77 / 5.77
E in eV: -64074.4746
Largest force on an atom in Eh/bohr: 0.04021
Net charge: +1
E_HOMO (alpha / beta) in eV: -12.0 / -12.0
⟨S²⟩: 2.01

From a Mulliken analysis of the wavefunction, the atomic charges in e read: C -1.086; C -0.629; C -0.974; C 0.398; O -0.329; C -0.471; C -0.365; O -0.395; C -0.326; C -0.974; C 0.225; O -0.458; N -0.438; C 0.563; O -0.307; F -0.255; H 0.328; H 0.302; H 0.289; H 0.434; H 0.397; H 0.409; H 0.325; H 0.210; H 0.462; H 0.293; H 0.356; H 0.294; H 0.349; H 0.312; H 0.302; H 0.289; H 0.694; Ni 0.778